(1)
Here is a cluster of 3 separate species, C17H47B3F3O5PSi4 in total from OMol25. Energies are from ωB97M-V with the def2-TZVPD basis set.

Calculated values
HOMO-LUMO gap in eV: 9.1
SMILES string: CP(C)B1OBOB(CCC(F)(F)F)O1.C[Si](C)(C)O[Si](C)(C)C.C[Si](C)(C)O[Si](C)(C)C
Molar mass in g mol⁻¹: 564.31
HOMO energy in eV: -8.631
Total charge: 0
Energy in eV: -79627.8155

Each line ends with the Löwdin charge.
Atoms and positions in Å:
P  -9.285  -1.853  -0.600  0.939
Si  6.718  2.332  -4.473  0.340
Si  2.178  1.460  2.637  0.342
Si  4.353  0.804  -3.164  0.340
Si  0.049  -0.795  2.642  0.346
F  -5.955  -3.195  2.828  0.141
F  -4.179  -2.821  4.011  0.128
F  -6.137  -2.461  4.862  0.139
O  5.490  1.255  -4.265  -0.272
O  -4.773  -1.876  -0.411  0.265
O  0.861  0.571  3.069  -0.269
O  -6.757  -1.126  0.600  0.242
O  -6.749  -3.151  -0.645  0.200
C  -1.415  -0.987  3.775  -0.158
C  5.178  0.239  -1.583  -0.156
C  2.298  2.930  3.772  -0.163
C  -9.926  -3.570  -0.400  -0.314
C  -4.574  -0.809  1.932  -0.030
C  3.223  2.238  -2.771  -0.157
C  -0.548  -0.663  0.874  -0.155
C  8.021  2.078  -3.157  -0.162
C  6.063  4.078  -4.362  -0.162
C  -10.007  -1.009  0.867  -0.320
C  -5.411  -2.345  3.737  -0.610
C  -5.395  -0.934  3.221  -0.070
C  7.464  2.050  -6.154  -0.164
C  3.727  0.425  2.785  -0.158
C  3.361  -0.598  -3.881  -0.161
C  1.162  -2.286  2.801  -0.158
C  2.001  2.038  0.869  -0.163
B  -5.381  -1.256  0.664  -0.540
B  -5.388  -3.039  -0.820  -0.322
B  -7.459  -2.068  -0.138  -0.694
H  -4.771  -3.937  -1.289  0.116
H  -9.757  -1.488  1.815  0.041
H  -3.684  -1.438  1.989  0.099
H  7.649  2.339  -2.164  0.025
H  -1.968  -1.890  3.514  0.018
H  8.283  2.755  -6.315  0.033
H  -11.016  -3.532  -0.397  0.033
H  0.592  -3.203  2.636  0.035
H  2.412  1.894  -2.126  0.017
H  -9.589  -4.052  0.517  0.043
H  2.816  2.716  0.608  0.035
H  5.678  1.064  -1.072  0.027
H  1.974  -2.263  2.071  0.026
H  7.866  1.039  -6.251  0.033
H  -4.215  0.219  1.830  0.127
H  8.355  1.039  -3.127  0.036
H  -1.122  0.253  0.717  0.036
H  0.283  -0.660  0.166  0.023
H  4.435  -0.176  -0.896  0.023
H  -1.102  -1.067  4.818  0.041
H  -2.097  -0.138  3.700  0.033
H  -11.091  -1.015  0.752  0.031
H  5.923  -0.534  -1.779  0.036
H  3.811  -0.020  3.779  0.036
H  -9.679  0.029  0.892  0.034
H  3.742  -0.387  2.055  0.021
H  4.613  1.041  2.616  0.034
H  8.892  2.705  -3.362  0.033
H  -6.438  -0.667  3.047  0.132
H  2.034  1.195  0.175  0.013
H  2.600  -0.915  -3.164  0.030
H  6.731  2.198  -6.949  0.033
H  1.413  3.564  3.704  0.033
H  2.785  2.668  -3.674  0.037
H  5.715  4.315  -3.354  0.025
H  -9.603  -4.171  -1.248  0.035
H  2.413  2.624  4.814  0.033
H  5.228  4.231  -5.049  0.036
H  1.058  2.566  0.713  0.041
H  3.756  3.032  -2.242  0.027
H  2.854  -0.301  -4.801  0.034
H  -5.007  -0.302  4.020  0.134
H  6.848  4.794  -4.620  0.033
H  3.991  -1.461  -4.108  0.034
H  1.609  -2.343  3.796  0.036
H  -1.193  -1.510  0.624  0.033
H  3.168  3.533  3.500  0.033

(2)
Here is a cluster of 2 separate species, C2H5ClN2O3 in total from OMol25. Energies are from ωB97M-V with the def2-TZVPD basis set.

Calculated values
HOMO-LUMO gap (alpha / beta) in eV: 7.3 / 9.2
Energy above the lowest of the compared OMol25 structures with the same formula, charge and spin in kJ/mol: 665.1
Molar mass in g mol⁻¹: 140.53
HOMO energy (alpha / beta) in eV: -7.497 / -8.925
Total charge: 0
Energy in eV: -23792.8930

Each line ends with the Löwdin charge.
Atoms and positions in Å:
Cl  3.982  -0.137  -0.852  0.529
O  0.235  1.284  -0.485  0.040
O  3.262  0.462  1.527  -0.148
O  1.067  -1.996  0.409  0.114
N  2.850  0.596  0.264  -0.508
N  -0.064  -0.045  -0.297  -0.179
C  -1.498  -0.174  -0.529  0.012
C  0.805  -0.869  0.158  -0.272
H  3.949  -0.179  1.778  0.097
H  -1.781  -1.220  -0.252  0.118
H  1.157  1.242  -0.470  0.016
H  -1.903  0.476  0.117  0.035
H  -1.804  0.284  -1.587  0.147

(3)
Here is a structure of composition C20H45N2OP3SY from OMol25. Energies are from ωB97M-V with the def2-TZVPD basis set.

Calculated values
HOMO-LUMO gap in eV: 3.6
Energy above the lowest of the compared OMol25 structures with the same formula, charge and spin in kJ/mol: 366.8
Molar mass in g mol⁻¹: 543.49
HOMO energy in eV: -13.845
Total charge: +3
Energy in eV: -66215.2811

Each line ends with the Löwdin charge.
Atoms and positions in Å:
Y  0.479  0.080  0.289  0.760
S  2.900  -0.277  0.557  0.622
P  0.126  0.739  -2.311  0.700
P  1.504  -2.644  -0.398  0.717
P  -1.882  -1.084  0.442  0.717
O  -4.831  4.070  -2.143  0.031
N  4.390  -1.800  2.361  0.001
N  5.271  -0.918  0.301  -0.072
C  -0.527  2.441  -2.109  -0.243
C  -1.131  -0.173  -3.257  -0.240
C  0.861  -3.777  0.896  -0.253
C  3.233  -3.247  -0.513  -0.245
C  0.863  -3.404  -1.953  -0.250
C  -5.093  4.158  1.476  -0.100
C  1.571  0.839  -3.397  -0.242
C  0.276  1.004  2.446  -0.140
C  5.629  -1.877  3.084  -0.032
C  -4.939  3.692  0.177  -0.061
C  4.235  -1.443  1.060  -0.623
C  -5.371  5.510  1.705  -0.089
C  -2.276  -1.547  2.147  -0.236
C  0.775  -0.240  2.751  -0.130
C  -2.504  -2.400  -0.601  -0.229
C  6.656  -1.295  0.281  -0.039
C  -5.344  5.956  -0.685  -0.007
C  -5.050  4.586  -0.887  -0.316
C  -5.497  6.404  0.632  -0.063
C  -2.915  0.412  0.148  -0.249
H  -4.953  4.762  -2.784  0.094
H  -0.741  2.870  -3.095  0.075
H  -1.443  2.469  -1.498  0.038
H  -0.229  -3.803  0.962  0.024
H  2.356  1.441  -2.925  0.056
H  7.066  -0.876  -0.635  0.111
H  1.187  -4.446  -2.049  0.068
H  6.299  -2.624  2.660  0.105
H  1.296  1.265  -4.369  0.075
H  -3.345  -1.750  2.234  0.079
H  3.504  -2.000  2.854  0.153
H  -2.593  1.277  0.752  0.048
H  -1.992  -0.759  2.851  0.049
H  -1.272  0.294  -4.238  0.078
H  -5.434  6.623  -1.539  0.119
H  1.213  -4.793  0.706  0.067
H  0.976  1.818  2.127  0.106
H  -5.495  5.874  2.727  0.109
H  1.999  -0.162  -3.533  0.049
H  0.183  -1.161  2.877  0.071
H  -4.996  3.452  2.307  0.100
H  -3.945  0.176  0.436  0.075
H  1.232  -3.473  1.877  0.038
H  1.826  -0.396  2.990  0.044
H  -2.306  -2.195  -1.655  0.034
H  3.338  -4.345  -0.700  0.101
H  1.258  -2.873  -2.827  0.046
H  -2.019  -3.352  -0.369  0.051
H  7.186  -0.853  1.120  0.095
H  0.208  3.073  -1.588  0.058
H  -0.224  -3.401  -2.072  0.030
H  6.172  -0.931  3.139  0.111
H  -2.914  0.757  -0.896  0.038
H  -0.805  -1.215  -3.385  0.042
H  -2.093  -0.212  -2.731  0.031
H  5.417  -2.176  4.099  0.109
H  -5.714  7.457  0.819  0.117
H  -0.791  1.282  2.352  0.089
H  -1.710  -2.438  2.439  0.054
H  4.849  -0.571  -0.575  0.103
H  -4.734  2.642  -0.056  0.085
H  3.626  -2.782  -1.443  0.074
H  -3.578  -2.491  -0.448  0.078
H  6.816  -2.370  0.252  0.107
H  3.910  -2.851  0.334  0.026

(4)
Here is an isolated molecule of C2H2N4O from OMol25. Energies are from ωB97M-V with the def2-TZVPD basis set.

Calculated values
HOMO-LUMO gap in eV: 8.7
SMILES string: O=c1nc[nH]nn1
Energy above the lowest of the compared OMol25 structures with the same formula, charge and spin in kJ/mol: 376.6
Molar mass in g mol⁻¹: 98.06
HOMO energy in eV: -10.055
Total charge: 0
Energy in eV: -10108.4022

Each line ends with the Löwdin charge.
Atoms and positions in Å:
O  2.681  -0.139  0.521  0.051
N  0.833  -1.249  -0.614  0.084
N  -1.195  -0.302  0.676  0.029
N  0.685  1.203  -0.469  0.125
N  -0.417  -1.346  -0.226  0.023
C  1.500  -0.158  0.034  -0.365
C  -0.541  0.932  -0.020  -0.225
H  -2.231  -0.595  0.687  0.139
H  -1.315  1.655  -0.589  0.139

(5)
Here is a cluster of 2 separate species, H3N2O2P in total from OMol25. Energies are from ωB97M-V with the def2-TZVPD basis set.

Calculated values
HOMO-LUMO gap (alpha / beta) in eV: 5.2 / 7.6
Energy above the lowest of the compared OMol25 structures with the same formula, charge and spin in kJ/mol: 503.3
Molar mass in g mol⁻¹: 94.01
HOMO energy (alpha / beta) in eV: -7.534 / -8.988
Total charge: 0
Energy in eV: -16407.6589

Each line ends with the Löwdin charge.
Atoms and positions in Å:
P  0.493  -1.154  -1.151  0.908
O  -1.426  0.752  -0.617  -0.221
O  -1.640  1.659  1.366  -0.071
N  1.568  -0.701  -0.009  -0.293
N  -1.926  1.616  0.182  -0.238
H  -0.444  -1.700  -0.392  -0.168
H  2.261  -0.039  -0.253  0.023
H  1.113  -0.433  0.874  0.060

total charge of number 1 (C17H47B3F3O5PSi4)?
0